{
  "formula": "C2H3N4",
  "method": "wB97M-V/def2-TZVPD",
  "species": ["C", "C", "N", "N", "N", "N", "H", "H", "H"],
  "coordinates": [[-1.53596, 0.03525, -0.02034], [-0.04715, -0.01905, 0.00981], [-2.34467, 1.11779, -0.06101], [-2.24626, -1.09219, 0.03813], [-3.57568, 0.64147, -0.01551], [-3.52966, -0.64168, 0.04270], [0.14212, -0.76405, 0.68469], [0.34198, -0.57946, -0.93781], [0.57661, 0.83804, 0.28264]],
  "lowdin_charge": [-0.5640, -0.0948, -0.0667, -0.0428, -0.1925, -0.1891, 0.0036, 0.0894, 0.0569],
  "largest_force_ev_per_a": 3.0,
  "e_above_lowest_kj_mol": 14.8,
  "homo_energy_ev": -4.42,
  "total_energy_ha": -297.04645,
  "charge": -1,
  "lumo_energy_ev": 4.364,
  "orbital_gap_ev": 8.789
}



{
  "formula": "C4H10N2O",
  "method": "wB97M-V/def2-TZVPD",
  "species": ["C", "C", "O", "N", "H", "H", "H", "H", "H", "C", "C", "N", "H", "H", "H", "H", "H"],
  "coordinates": [[-1.70860, -0.66121, -0.24347], [-0.63739, 0.29853, 0.24795], [-1.58248, -1.97104, 0.24931], [-0.94962, 1.13918, 1.14477], [-0.69692, -2.30940, 0.06674], [-0.18039, 1.56487, 1.65132], [-2.68114, -0.29945, 0.09386], [-1.70616, -0.64173, -1.34801], [-0.68314, 1.71475, -1.38188], [1.89774, 0.41071, 0.79146], [0.82158, -0.10281, -0.11957], [1.14732, -0.98770, -0.96648], [0.39100, -1.33976, -1.54838], [0.06911, 1.56025, -1.69246], [1.72180, 0.09267, 1.81898], [2.86477, 0.03181, 0.46988], [1.91252, 1.50031, 0.76597]],
  "lowdin_charge": [-0.2518, -0.3909, -0.0422, 0.1652, 0.0758, 0.0518, 0.1234, 0.1090, 0.0886, -0.0547, -0.4173, 0.1506, 0.0530, 0.0935, 0.0881, 0.0798, 0.0781],
  "largest_force_ev_per_a": 2.6,
  "e_above_lowest_kj_mol": 344.5,
  "homo_energy_ev": -9.63,
  "total_energy_ha": -343.07024,
  "lumo_energy_ev": 0.233,
  "orbital_gap_ev": 9.860
}